# 1
{"formula": "C39H43CdI2N12O3S", "method": "the ωB97M-V functional and the def2-TZVPD basis", "symbols": ["Cd", "O", "C", "O", "C", "C", "C", "C", "C", "C", "S", "H", "H", "H", "H", "I", "C", "C", "C", "I", "C", "C", "C", "C", "N", "C", "C", "O", "H", "H", "H", "H", "C", "N", "C", "C", "N", "C", "C", "N", "C", "C", "N", "C", "N", "C", "C", "C", "N", "C", "H", "H", "H", "H", "H", "H", "H", "H", "H", "H", "H", "H", "H", "H", "H", "H", "H", "H", "H", "H", "H", "H", "H", "H", "C", "C", "N", "C", "C", "N", "C", "N", "N", "N", "C", "C", "C", "C", "C", "C", "H", "H", "H", "H", "H", "H", "H", "H", "H", "H", "H"], "xyz": [[0.5623, 0.7983, 0.7260], [1.8488, 1.6412, 4.4403], [1.7299, 0.7968, 3.5529], [0.6451, 0.4940, 2.9419], [2.9418, -0.0455, 3.2013], [3.3637, -0.9779, 4.1417], [4.4529, -1.8048, 3.9070], [5.1527, -1.6701, 2.7160], [4.7475, -0.7302, 1.7796], [3.6297, 0.0893, 1.9844], [3.1752, 1.2643, 0.7452], [2.8245, -1.0430, 5.0799], [4.7633, -2.5272, 4.6521], [6.0263, -2.2829, 2.5210], [5.3171, -0.6003, 0.8664], [-2.2822, -3.2252, -0.0892], [-3.3615, -1.4548, -0.3048], [-4.6814, -1.5416, -0.7577], [-5.4212, -0.4193, -1.0120], [-7.3675, -0.6552, -1.7508], [-4.8600, 0.8643, -0.7946], [-5.5387, 2.0822, -1.0225], [-4.9154, 3.2709, -0.7708], [-3.5991, 3.2464, -0.2785], [-2.9368, 2.1400, -0.0722], [-3.5241, 0.9540, -0.3202], [-2.6909, -0.2321, -0.0896], [-1.4691, -0.1406, 0.2178], [-5.1108, -2.5206, -0.9252], [-6.5543, 2.0589, -1.3958], [-5.4189, 4.2143, -0.9387], [-3.0807, 4.1729, -0.0434], [-0.7594, -0.8479, -2.7370], [-1.6458, 0.1781, -3.2177], [-3.0568, -0.1032, -3.3807], [-3.5664, 1.2597, -3.8145], [-2.6486, 2.1894, -3.1550], [-2.5688, 3.4719, -3.8336], [-1.4721, 1.4878, -2.8201], [-0.4137, 1.8897, -2.2382], [-0.3228, 3.2825, -1.8576], [0.7461, 3.5531, -0.8087], [0.2849, 3.0863, 0.4835], [0.5472, 3.7667, 1.5652], [1.4767, 4.7863, 1.7377], [2.7383, 4.8191, 1.0031], [1.5955, 5.0687, 3.1714], [0.3146, 4.5017, 3.7625], [-0.1392, 3.6165, 2.7178], [-1.3696, 2.8891, 2.8855], [-1.0009, -1.7776, -3.2560], [-0.8433, -1.0033, -1.6569], [0.2632, -0.5626, -2.9775], [-3.5225, -0.4318, -2.4461], [-3.2166, -0.8728, -4.1383], [-4.5961, 1.4494, -3.5089], [-3.4942, 1.3633, -4.9065], [-3.5735, 3.7342, -4.1648], [-1.9180, 3.4298, -4.7178], [-2.2207, 4.2660, -3.1796], [-1.2716, 3.6421, -1.4415], [-0.0752, 3.8977, -2.7339], [0.9002, 4.6363, -0.8024], [1.6878, 3.0796, -1.1130], [3.0403, 3.8243, 0.6827], [3.5112, 5.1852, 1.6788], [2.6928, 5.4954, 0.1487], [1.7076, 6.1402, 3.3448], [2.4629, 4.5423, 3.5810], [-0.4388, 5.2787, 3.9521], [0.5049, 3.9394, 4.6750], [-1.2449, 2.1134, 3.6380], [-1.6559, 2.4347, 1.9404], [-2.1635, 3.5844, 3.1889], [2.9088, -1.7320, -1.1142], [2.1491, -2.1656, 0.0885], [1.1912, -1.5005, 0.6876], [0.8343, -2.2220, 1.8052], [1.5986, -3.3344, 1.8928], [2.4298, -3.3021, 0.7870], [3.4152, -4.2883, 0.4567], [2.7933, -5.5673, 0.1826], [3.1648, -6.6712, 0.8621], [2.4503, -7.6658, 0.4913], [1.5511, -7.2214, -0.4546], [0.5396, -7.8996, -1.1437], [-0.2350, -7.1611, -2.0053], [-0.0243, -5.7756, -2.1856], [0.9701, -5.0964, -1.5233], [1.7614, -5.8593, -0.6565], [2.3965, -0.8939, -1.5745], [3.0232, -2.5348, -1.8477], [3.8913, -1.3645, -0.8219], [0.0771, -1.8556, 2.4750], [1.6356, -4.1390, 2.6063], [4.1136, -4.4534, 1.2759], [3.9636, -3.9411, -0.4169], [0.3746, -8.9565, -0.9851], [-1.0385, -7.6400, -2.5490], [-0.6805, -5.2291, -2.8505], [1.1017, -4.0300, -1.6401]], "energy_ev": -96770.1215, "charge": -1, "largest_force_ev_per_a": 0.49, "lumo_ev": 1.9490, "relative_energy_kcal_mol": 0.0}

=====

# 2
{"formula": "C39H43F5NOP2", "method": "the ωB97M-V functional and the def2-TZVPD basis", "symbols": ["C", "C", "C", "C", "C", "P", "C", "C", "C", "N", "P", "C", "O", "H", "H", "H", "H", "H", "H", "H", "H", "H", "H", "H", "H", "H", "H", "H", "H", "H", "H", "F", "C", "C", "C", "C", "C", "C", "H", "H", "H", "H", "H", "F", "C", "C", "C", "C", "C", "C", "H", "H", "H", "H", "H", "F", "C", "C", "C", "C", "C", "C", "H", "H", "H", "H", "H", "F", "C", "C", "C", "C", "C", "C", "H", "H", "H", "H", "H", "F", "C", "C", "C", "C", "C", "C", "H", "H", "H", "H", "H"], "xyz": [[1.3602, 2.4102, 1.3926], [0.7752, 1.2266, 0.8492], [-0.0111, -0.1825, 0.4093], [-1.0202, -0.5954, 1.6750], [-2.5958, -0.6915, 1.2364], [-3.7076, 0.7252, 1.8687], [-4.5901, -0.5542, 3.0436], [-5.2508, -1.4261, 3.9568], [-4.7835, 2.1422, 2.6629], [-4.8241, 3.3925, 1.8117], [-5.2831, 0.2541, 0.3934], [-5.4837, 1.6524, -0.8960], [-6.8664, 0.1662, 1.1819], [1.5839, 3.2829, 2.1756], [-0.6410, -0.0084, -0.5621], [0.7531, -1.0855, 0.2947], [-0.6632, -1.6574, 2.0866], [-0.7812, 0.1715, 2.5255], [-2.6271, -0.6935, 0.0577], [-3.0178, -1.7426, 1.5972], [-3.0670, 1.6772, 0.9867], [-2.7752, 0.9441, 2.9442], [-5.8578, -1.9011, 4.8630], [-4.2477, 2.4551, 3.6820], [-5.8564, 1.7844, 2.9630], [-3.8725, 3.7176, 1.5284], [-5.1867, 4.1444, 2.4612], [-4.5020, 1.9145, -1.4766], [-6.2784, 1.2584, -1.6930], [-5.9266, 2.6539, -0.4758], [-7.2124, 1.1265, 1.2168], [0.1948, -3.3770, -0.0462], [1.3323, -4.0585, 0.1438], [2.3390, -3.5048, 0.9272], [3.5215, -4.2164, 1.1294], [3.6887, -5.4702, 0.5364], [2.6744, -6.0152, -0.2524], [1.4877, -5.3084, -0.4452], [2.1947, -2.5261, 1.3729], [4.3115, -3.7956, 1.7466], [4.6130, -6.0229, 0.6908], [2.8084, -6.9895, -0.7163], [0.6855, -5.7211, -1.0480], [0.2840, 5.5756, 2.7586], [0.3355, 6.3161, 1.6435], [-0.1406, 7.6224, 1.6669], [-0.0825, 8.3955, 0.5074], [0.4417, 7.8493, -0.6668], [0.9125, 6.5355, -0.6816], [0.8644, 5.7666, 0.4809], [-0.5519, 8.0269, 2.5860], [-0.4449, 9.4204, 0.5174], [0.4828, 8.4512, -1.5722], [1.3162, 6.1113, -1.5977], [1.2342, 4.7466, 0.4895], [1.7120, 5.7296, -3.9023], [2.9899, 5.3734, -4.0887], [3.9684, 5.8603, -3.2290], [5.2983, 5.4855, -3.4196], [5.6367, 4.6357, -4.4757], [4.6480, 4.1564, -5.3363], [3.3169, 4.5224, -5.1386], [3.6879, 6.5259, -2.4193], [6.0697, 5.8545, -2.7483], [6.6747, 4.3473, -4.6267], [4.9143, 3.4984, -6.1600], [2.5345, 4.1519, -5.7926], [2.9286, -2.3830, -5.3226], [1.6679, -2.4198, -4.8710], [0.6173, -2.2063, -5.7566], [-0.6957, -2.2496, -5.2879], [-0.9432, -2.4953, -3.9350], [0.1182, -2.7032, -3.0530], [1.4305, -2.6710, -3.5242], [0.8292, -2.0087, -6.8024], [-1.5243, -2.0918, -5.9737], [-1.9673, -2.5245, -3.5690], [-0.0767, -2.8902, -1.9997], [2.2670, -2.8394, -2.8541], [3.5286, -7.0121, 3.2028], [2.2679, -7.0489, 3.6544], [1.2173, -6.8355, 2.7687], [-0.0957, -6.8787, 3.2374], [-0.3432, -7.1244, 4.5903], [0.7182, -7.3324, 5.4724], [2.0305, -7.3001, 5.0011], [1.4292, -6.6378, 1.7230], [-0.9243, -6.7209, 2.5516], [-1.3673, -7.1536, 4.9563], [0.5233, -7.5193, 6.5256], [2.8670, -7.4685, 5.6712]], "energy_ev": -76830.8331, "charge": -1, "largest_force_ev_per_a": 12.37, "lumo_ev": 2.1554}

=====

# 3
{"formula": "C39H43N5O2P2S3W", "method": "the ωB97M-V functional and the def2-TZVPD basis", "symbols": ["W", "N", "C", "C", "C", "C", "N", "C", "N", "N", "C", "O", "O", "H", "H", "H", "H", "H", "H", "H", "H", "H", "H", "H", "H", "H", "H", "S", "C", "S", "S", "C", "N", "C", "P", "C", "C", "C", "C", "C", "C", "C", "C", "C", "C", "C", "C", "C", "C", "C", "C", "C", "C", "P", "C", "C", "C", "C", "C", "C", "C", "C", "C", "C", "C", "C", "H", "H", "H", "H", "H", "H", "H", "H", "H", "H", "H", "H", "H", "H", "H", "H", "H", "H", "H", "H", "H", "H", "H", "H", "H", "H", "H", "H", "H"], "xyz": [[-0.5243, -0.2015, 0.9495], [-0.8114, -2.0841, -0.3189], [0.2319, -3.1079, -0.0858], [-0.2550, -4.5419, -0.2965], [-1.4943, -4.9824, 0.5031], [-1.2271, -5.9291, 1.6679], [-0.5366, -5.2855, 2.7798], [-1.0939, -4.4214, 3.6217], [-2.4146, -4.3943, 3.8040], [-0.3125, -3.5754, 4.2879], [0.8693, -2.8432, 1.2758], [1.5426, -3.6688, 1.8593], [0.6556, -1.6423, 1.7468], [-1.6950, -2.4299, 0.0527], [-0.9763, -1.9650, -1.3176], [1.0370, -2.9031, -0.8004], [0.5873, -5.2079, -0.0977], [-0.4732, -4.6513, -1.3598], [-2.1721, -5.5082, -0.1707], [-2.0775, -4.1311, 0.8766], [-0.6014, -6.7649, 1.3548], [-2.1587, -6.3777, 2.0146], [0.4642, -5.1903, 2.6664], [-2.9929, -5.1578, 3.4997], [-2.8334, -3.7095, 4.4109], [0.6457, -3.4360, 3.9968], [-0.6938, -2.9505, 4.9771], [-3.1974, 0.6420, 4.4792], [-2.4059, 0.3367, 3.1227], [-2.4658, -1.1304, 2.1503], [-1.2325, 1.4789, 2.3705], [1.7401, 2.5319, -0.1555], [0.5093, 2.9785, -0.7919], [-0.0387, 2.1098, -1.8074], [-1.3131, 0.9963, -1.0953], [-1.7074, -0.0439, -2.5353], [-0.6641, -0.6967, -3.2065], [-0.9251, -1.4737, -4.3239], [-2.2301, -1.6077, -4.7839], [-3.2656, -0.9623, -4.1266], [-3.0095, -0.1799, -3.0074], [-2.7714, 2.0088, -0.7701], [-2.8476, 3.3340, -1.1914], [-3.9930, 4.0739, -0.9309], [-5.0605, 3.4974, -0.2620], [-4.9885, 2.1744, 0.1570], [-3.8460, 1.4339, -0.0888], [0.5704, 4.3796, -1.1230], [0.2883, 5.2999, -0.1212], [0.3556, 6.6572, -0.3917], [0.6902, 7.0989, -1.6651], [0.9680, 6.1794, -2.6646], [0.9192, 4.8183, -2.3940], [1.7531, 0.8030, 0.4929], [2.8177, 0.9644, 1.9461], [4.1464, 1.3438, 1.7361], [4.9921, 1.5326, 2.8144], [4.5205, 1.3353, 4.1073], [3.2058, 0.9512, 4.3175], [2.3518, 0.7644, 3.2389], [2.7434, -0.2199, -0.6381], [2.9396, 0.0955, -1.9812], [3.6447, -0.7695, -2.8082], [4.1635, -1.9511, -2.2997], [3.9994, -2.2563, -0.9544], [3.2980, -1.3957, -0.1260], [1.8916, 3.1337, 0.7435], [2.6304, 2.6836, -0.7860], [0.6955, 1.4909, -2.3326], [-0.5473, 2.6883, -2.5806], [0.3637, -0.5984, -2.8649], [-0.1112, -1.9629, -4.8420], [-2.4353, -2.2059, -5.6610], [-4.2799, -1.0558, -4.4892], [-3.8258, 0.3330, -2.5158], [-2.0283, 3.8161, -1.7034], [-4.0442, 5.1051, -1.2521], [-5.9500, 4.0790, -0.0616], [-5.8193, 1.7239, 0.6824], [-3.7892, 0.4092, 0.2628], [0.0011, 4.9434, 0.8606], [0.1336, 7.3718, 0.3890], [0.7331, 8.1580, -1.8774], [1.2334, 6.5197, -3.6562], [1.1573, 4.1078, -3.1771], [4.5287, 1.4821, 0.7311], [6.0180, 1.8303, 2.6480], [5.1830, 1.4798, 4.9495], [2.8394, 0.7996, 5.3237], [1.3246, 0.4752, 3.4194], [2.5885, 1.0330, -2.3923], [3.8045, -0.5082, -3.8457], [4.7183, -2.6191, -2.9440], [4.4335, -3.1578, -0.5430], [3.2082, -1.6265, 0.9282]], "energy_ev": -105586.4951, "s_squared": 2.02, "charge": 2, "largest_force_ev_per_a": 0.93, "lumo_ev": [-6.1700, -6.2878], "spin_multiplicity": 3}